1.
A molecular structure, C5H9NO. Source: OMol25; level of theory: wB97M-V/def2-TZVPD.

```
16
Properties=species:S:1:pos:R:3:forces:R:3
C 0.1046 0.0010 -0.7790 0.08 -0.08 0.08
H -1.0469 -1.2331 -1.8387 0.08 0.13 -0.05
H -0.2254 -2.0827 1.3150 0.03 0.14 0.04
H 1.0506 -0.9039 1.6320 -0.13 -0.01 0.00
C -0.6440 -0.1055 0.5553 -0.10 -0.22 0.05
H -0.4611 -0.8487 2.5754 0.04 -0.03 -0.16
H -0.4128 2.0946 -1.2501 0.06 -0.08 0.07
H 1.6920 -0.4151 -2.0331 -0.13 -0.10 0.04
C 0.1961 1.5062 -0.5553 0.18 0.11 -0.22
H 0.2190 1.5145 1.5267 -0.08 0.00 -0.05
H -1.7140 -0.3222 0.4270 0.11 0.00 -0.01
H 1.2162 1.9060 -0.5507 -0.13 -0.05 0.03
C 1.0301 -0.9854 -1.3559 0.06 0.24 0.02
C -0.0359 -1.0392 1.5830 0.02 0.02 0.02
N -0.4422 1.3507 0.7747 0.08 0.07 0.19
O -0.5263 -0.4372 -2.0262 -0.18 -0.14 -0.04
```
Forces are in eV/Å.

Summary:
highest occupied orbital energy	-8.5	eV
HOMO-LUMO gap	9.199	eV
E_LUMO	0.75	eV
energy relative to the best compared isomer or geometry (same formula, charge and spin)	5.614	eV

=====

2.
A molecular structure, C5H9NO. Source: OMol25; level of theory: wB97M-V/def2-TZVPD.

```
16
Properties=species:S:1:pos:R:3:forces:R:3
C 0.0805 -1.8950 0.0380 -0.55 0.67 -0.14
H -0.7569 0.5039 -1.9309 0.11 0.11 -0.03
H 0.7919 -2.4033 0.6623 0.01 -0.01 0.16
O 1.0460 0.0863 1.6831 -0.52 0.04 0.13
H -0.4942 2.2093 -0.2971 -0.01 0.18 0.08
N -0.0397 -0.1935 -1.7900 -0.16 0.16 -0.50
H 0.7127 2.5338 0.9646 -0.11 0.10 0.04
H -1.8933 -1.1832 -0.3382 0.18 0.52 -0.05
H -1.6372 -1.8461 1.3467 -0.04 -0.66 -0.62
H 1.2403 0.8827 2.1879 -0.19 -0.10 -0.02
H -0.2428 -1.0149 -2.3413 -0.02 0.04 0.12
C 0.2433 -0.5030 -0.4590 0.99 0.97 0.29
C -1.1994 -1.6431 0.3503 -1.06 -2.03 1.99
H 1.2219 2.1019 -0.6633 0.07 0.05 -0.09
C 0.4536 0.4569 0.4805 1.17 0.12 -1.34
C 0.4736 1.9072 0.1063 0.13 -0.16 -0.01
```
Forces are in eV/Å.

Summary:
highest occupied orbital energy	-6.8	eV
HOMO-LUMO gap	7.621	eV
E_LUMO	0.83	eV
energy relative to the best compared isomer or geometry (same formula, charge and spin)	4.247	eV

=====

3.
A single C5H9NO molecule. Source: OMol25; level of theory: wB97M-V/def2-TZVPD.

```
16
Properties=species:S:1:pos:R:3:forces:R:3
H 0.3256 -0.5027 1.6753 -0.03 0.14 0.03
C 0.3098 1.2155 0.5414 0.27 0.22 -0.30
C -1.0791 0.6767 0.8267 -0.31 -0.01 0.01
H -1.7739 1.4511 1.1507 0.12 -0.09 -0.06
H 2.8442 -0.3644 -0.8996 -0.19 0.04 0.08
H -2.3307 -0.0553 -0.7628 0.12 -0.04 0.12
N -0.0055 0.4576 1.7712 0.06 -0.20 0.08
C 1.0697 0.8168 -0.6190 -0.06 0.02 0.39
C 1.8086 -0.4878 -0.5451 0.05 0.02 0.13
H 0.3671 2.2929 0.7011 -0.07 -0.09 -0.02
H -2.4539 -0.9515 0.7545 0.12 0.07 -0.09
O 1.0330 -1.2910 -1.4326 -0.01 0.01 -0.31
C -1.7511 -0.4489 0.0795 0.08 -0.03 -0.01
H 0.8015 -0.6895 -2.1616 0.03 -0.22 -0.03
H 1.8482 -1.0236 0.4145 -0.10 0.06 -0.12
H -1.0378 -1.1814 -0.3090 -0.09 0.12 0.09
```
Forces are in eV/Å.

Summary:
highest occupied orbital energy	-8.5	eV
HOMO-LUMO gap	8.037	eV
E_LUMO	-0.48	eV
energy relative to the best compared isomer or geometry (same formula, charge and spin)	5.681	eV

=====

4.
2 unconnected molecules or ions with the total composition C5H9NO. Source: OMol25; level of theory: wB97M-V/def2-TZVPD.

```
16
Properties=species:S:1:pos:R:3:forces:R:3
N 1.8808 -0.5321 -0.0900 0.16 0.29 0.15
H 1.3758 -2.9235 -0.5116 -0.08 -0.08 -0.07
C -0.5284 0.1455 -0.1485 0.01 -0.09 -0.01
H -2.0772 -1.2992 -0.0340 0.09 0.06 -0.10
C 0.6275 1.6532 0.8036 0.16 0.14 0.11
H -1.3144 2.2142 -0.2042 0.06 -0.11 0.09
C -0.8907 1.4745 0.4839 -0.16 0.06 0.01
H -0.7929 -1.7139 -1.1944 -0.07 0.15 0.08
H 0.8790 1.6751 1.8676 -0.05 0.02 -0.15
H 1.1160 2.4915 0.2990 -0.08 -0.12 0.07
H -1.5396 1.3944 1.3630 0.08 0.02 -0.12
H -1.9936 -0.4502 -1.5743 0.10 -0.04 0.11
C 0.7782 0.3116 0.1353 -0.07 -0.04 -0.02
O 2.9197 -0.0749 0.3504 -0.27 -0.17 -0.16
C -1.3817 -0.8927 -0.7791 0.04 -0.05 -0.03
H 0.9415 -3.4734 -0.7666 0.06 -0.04 0.05
```
Forces are in eV/Å.

Summary:
SMILES	CC1=C(N=O)CC1.[H][H]
highest occupied orbital energy	-8.9	eV
HOMO-LUMO gap	8.520	eV
E_LUMO	-0.41	eV
energy relative to the best compared isomer or geometry (same formula, charge and spin)	5.074	eV

=====

5.
2 unconnected molecules or ions with the total composition C5H9NO. Source: OMol25; level of theory: wB97M-V/def2-TZVPD.

```
16
Properties=species:S:1:pos:R:3:forces:R:3
C -1.4631 0.1116 1.2718 0.03 0.06 0.02
H 0.9643 0.2499 -1.7297 0.08 -0.08 0.15
H -0.8140 -0.7399 1.5090 -0.10 0.12 -0.04
H 1.8192 -1.6628 0.6168 -0.11 0.06 -0.12
O 0.5485 -2.2274 -0.8501 0.13 0.16 0.14
H 2.3233 1.8549 -0.3814 -0.05 -0.14 0.07
C -1.7950 0.1293 -0.1892 0.02 0.10 0.05
H -2.1941 -0.8094 -0.5980 0.03 0.16 0.00
H -0.9721 1.0465 1.5529 -0.07 -0.14 -0.02
H 2.6054 0.5067 0.8653 0.02 0.05 -0.06
C 1.4451 -0.0279 -0.7956 0.10 0.05 0.00
N -1.6095 1.1688 -0.8952 -0.14 -0.35 0.01
C 1.2555 -1.4082 -0.3103 -0.08 -0.11 -0.12
H -2.3765 -0.0088 1.8665 0.11 0.00 -0.10
C 2.1618 0.8266 -0.0735 0.01 0.00 -0.06
H -1.8989 0.9901 -1.8593 0.03 0.05 0.09
```
Forces are in eV/Å.

Summary:
SMILES	[H]/N=C/C.C=CC=O
highest occupied orbital energy	-10.0	eV
HOMO-LUMO gap	10.301	eV
E_LUMO	0.27	eV
energy relative to the best compared isomer or geometry (same formula, charge and spin)	2.274	eV

=====

6.
A single C5H9NO molecule. Source: OMol25; level of theory: wB97M-V/def2-TZVPD.

```
16
Properties=species:S:1:pos:R:3:forces:R:3
O -1.3525 -1.2051 0.8819 -0.09 -0.17 0.03
H -2.5362 0.7149 2.6799 0.11 0.01 -0.07
H -1.4640 1.9925 2.0737 -0.10 -0.11 -0.03
C 0.6227 -0.6154 -0.5353 0.01 0.16 -0.24
C -0.9265 0.0444 1.4036 0.09 0.23 0.15
H -2.6605 1.2532 0.9913 0.07 -0.08 0.14
H 2.1739 -0.7656 -3.1572 0.11 0.04 0.11
H 2.8762 0.5505 -2.2186 -0.09 -0.13 0.01
H -1.3824 0.1575 -0.7528 0.08 0.00 0.15
C 2.2965 -0.3759 -2.1418 0.20 -0.05 -0.10
H 1.2597 -1.2839 0.0685 -0.09 0.06 -0.15
H 2.8617 -1.1056 -1.5412 -0.09 0.10 -0.05
N 0.9834 -0.0798 -1.6224 -0.11 -0.27 0.34
C -0.7240 -0.2907 -0.0091 0.07 0.18 -0.19
C -1.9642 1.0540 1.8114 -0.06 0.01 0.00
H -0.0639 -0.0450 2.0680 -0.11 0.02 -0.09
```
Forces are in eV/Å.

Summary:
SMILES	C/N=C/[C@H]1O[C@@H]1C
highest occupied orbital energy	-9.9	eV
HOMO-LUMO gap	11.028	eV
E_LUMO	1.16	eV
energy relative to the best compared isomer or geometry (same formula, charge and spin)	2.373	eV

=====

7.
A single C5H9NO molecule. Source: OMol25; level of theory: wB97M-V/def2-TZVPD.

```
16
Properties=species:S:1:pos:R:3:forces:R:3
O 1.1045 0.2292 0.7613 -0.19 0.06 0.15
N -2.9488 -2.0030 0.5242 0.66 0.87 0.23
C 0.1977 -0.8990 0.2606 0.01 -0.11 -0.04
H -1.5488 0.2585 -1.8277 0.04 0.00 0.08
C -1.1005 -0.1943 0.3026 -0.08 -0.23 -0.15
H -2.4585 1.1746 -0.6195 0.20 -0.05 -0.09
H -0.7875 1.5968 -0.9292 -0.04 -0.16 -0.06
H 2.2302 0.0711 -0.9770 -0.01 0.19 0.15
C -1.4758 0.7453 -0.8445 0.03 0.10 -0.11
H 2.4181 1.6179 -0.0954 -0.13 -0.10 0.14
H 0.1709 0.7889 0.9436 0.25 -0.23 -0.02
H 0.2826 -1.6943 1.0022 -0.10 0.00 -0.25
C -2.1430 -1.1629 0.5073 -0.65 -0.61 0.12
C 2.3025 0.5399 0.0082 0.14 0.05 -0.05
H 0.6451 -1.1997 -0.6959 -0.05 0.09 0.02
H 3.1432 0.1108 0.5561 -0.07 0.14 -0.11
```
Forces are in eV/Å.

Summary:
highest occupied orbital energy	-7.8	eV
HOMO-LUMO gap	8.231	eV
E_LUMO	0.41	eV
energy relative to the best compared isomer or geometry (same formula, charge and spin)	4.831	eV

=====

Repeat the second record exactly.
A molecular structure, C5H9NO. Source: OMol25; level of theory: wB97M-V/def2-TZVPD.

```
16
Properties=species:S:1:pos:R:3:forces:R:3
C 0.0805 -1.8950 0.0380 -0.55 0.67 -0.14
H -0.7569 0.5039 -1.9309 0.11 0.11 -0.03
H 0.7919 -2.4033 0.6623 0.01 -0.01 0.16
O 1.0460 0.0863 1.6831 -0.52 0.04 0.13
H -0.4942 2.2093 -0.2971 -0.01 0.18 0.08
N -0.0397 -0.1935 -1.7900 -0.16 0.16 -0.50
H 0.7127 2.5338 0.9646 -0.11 0.10 0.04
H -1.8933 -1.1832 -0.3382 0.18 0.52 -0.05
H -1.6372 -1.8461 1.3467 -0.04 -0.66 -0.62
H 1.2403 0.8827 2.1879 -0.19 -0.10 -0.02
H -0.2428 -1.0149 -2.3413 -0.02 0.04 0.12
C 0.2433 -0.5030 -0.4590 0.99 0.97 0.29
C -1.1994 -1.6431 0.3503 -1.06 -2.03 1.99
H 1.2219 2.1019 -0.6633 0.07 0.05 -0.09
C 0.4536 0.4569 0.4805 1.17 0.12 -1.34
C 0.4736 1.9072 0.1063 0.13 -0.16 -0.01
```
Forces are in eV/Å.

Summary:
highest occupied orbital energy	-6.8	eV
HOMO-LUMO gap	7.621	eV
E_LUMO	0.83	eV
energy relative to the best compared isomer or geometry (same formula, charge and spin)	4.247	eV

=====

What did the sixth record say?
A single C5H9NO molecule. Source: OMol25; level of theory: wB97M-V/def2-TZVPD.

```
16
Properties=species:S:1:pos:R:3:forces:R:3
O -1.3525 -1.2051 0.8819 -0.09 -0.17 0.03
H -2.5362 0.7149 2.6799 0.11 0.01 -0.07
H -1.4640 1.9925 2.0737 -0.10 -0.11 -0.03
C 0.6227 -0.6154 -0.5353 0.01 0.16 -0.24
C -0.9265 0.0444 1.4036 0.09 0.23 0.15
H -2.6605 1.2532 0.9913 0.07 -0.08 0.14
H 2.1739 -0.7656 -3.1572 0.11 0.04 0.11
H 2.8762 0.5505 -2.2186 -0.09 -0.13 0.01
H -1.3824 0.1575 -0.7528 0.08 0.00 0.15
C 2.2965 -0.3759 -2.1418 0.20 -0.05 -0.10
H 1.2597 -1.2839 0.0685 -0.09 0.06 -0.15
H 2.8617 -1.1056 -1.5412 -0.09 0.10 -0.05
N 0.9834 -0.0798 -1.6224 -0.11 -0.27 0.34
C -0.7240 -0.2907 -0.0091 0.07 0.18 -0.19
C -1.9642 1.0540 1.8114 -0.06 0.01 0.00
H -0.0639 -0.0450 2.0680 -0.11 0.02 -0.09
```
Forces are in eV/Å.

Summary:
SMILES	C/N=C/[C@H]1O[C@@H]1C
highest occupied orbital energy	-9.9	eV
HOMO-LUMO gap	11.028	eV
E_LUMO	1.16	eV
energy relative to the best compared isomer or geometry (same formula, charge and spin)	2.373	eV